A cluster of 2 separate species, C2HBrFOS2 in total, computed with the ωB97M-V functional and the def2-TZVPD basis.

```
8
Properties=species:S:1:pos:R:3
C 0.878 0.657 1.668
C -0.598 0.209 0.251
O 0.443 1.378 2.520
F -1.146 -2.011 1.596
S 2.180 -0.199 1.153
S -1.203 -1.419 0.058
Br -2.127 1.544 0.594
H -0.294 0.430 -0.801
```

HOMO energy = -4.116 eV
charge = -1
gap between HOMO and LUMO = 7.50 eV


A structure of composition C2H7NS2, computed with the ωB97M-V functional and the def2-TZVPD basis.

```
12
Properties=species:S:1:pos:R:3
C 1.302 -1.578 -0.354
C -1.963 1.225 0.556
N 0.853 -0.468 0.327
S 1.512 1.032 0.246
S -1.383 -0.237 -0.380
H 0.606 -2.313 -0.067
H 1.517 -1.511 -1.387
H 2.216 -2.071 0.144
H -2.383 1.089 1.582
H -2.789 1.651 -0.007
H -1.126 2.047 0.515
H 1.640 1.132 -1.174
```

HOMO energy (spin up / spin down) = -8.629 / -8.628 eV
charge = 0
gap between HOMO and LUMO (spin up / spin down) = 7.70 / 7.69 eV


What did we get for max |F|? Answer: 2.0; 4.3 eV/A, in the order shown.
What did we get for DFT total energy? Answer: -98568.585; -25344.807 eV, in the order shown.
What did we get for ΔE to the lowest compared entry with this formula, charge and spin? Answer: 72.3; 312.7 kJ/mol, in the order shown.